Here is one molecule with the formula C32H38N2O5S at a distorted geometry from the OMol25 dataset. Energies are from ωB97M-V/def2-TZVPD.

The value obtained for the molecular weight is 562.73 u. As for the SMILES: CCOC(=O)[C@@](OC)(C(c1ccc(N2CCCC2)cc1)c1ccc(N2CCCC2)cc1)S(=O)(=O)c1ccccc1. The value obtained for the total energy is -2125.946007 Ha. Its HOMO energy is -6.90 eV. Its frontier orbital gap is 7.5 eV. The value obtained for the LUMO energy is 0.64 eV. The energy above the lowest of the compared OMol25 structures with the same formula, charge and spin comes out at 0.000 eV.

XYZ file:
```
78
C32H38N2O5S | the OMol25 dataset | ωB97M-V/def2-TZVPD
C -3.54615 2.49147 3.54530
C -2.70221 2.01715 2.38392
O -1.32822 1.86392 2.91873
C -0.41048 1.31529 2.05626
O -0.50129 1.33176 0.84086
C 0.84798 0.72273 2.76196
O 1.24069 -0.44576 2.17485
C 0.38684 -1.51915 1.72996
C 2.38383 1.43276 2.20141
C 2.08582 2.68654 1.54040
C 2.83945 3.25001 0.47003
C 2.45408 4.46657 -0.07987
C 1.26487 5.12312 0.35681
N 0.87143 6.31695 -0.18314
C 1.75987 7.12280 -0.98503
C 0.93433 8.33830 -1.42510
C -0.48336 8.13624 -0.86610
C -0.41035 6.94689 0.09531
C 0.54595 4.57036 1.44899
C 1.00697 3.42507 2.06000
C 3.41516 0.59987 1.53503
C 4.62972 0.23403 2.15140
C 5.57387 -0.51292 1.45462
C 5.28206 -0.99907 0.16467
N 6.20784 -1.72342 -0.54365
C 7.59686 -1.87539 -0.16151
C 8.22113 -2.81452 -1.22368
C 7.05300 -3.30959 -2.10975
C 5.84741 -2.42450 -1.76143
C 4.03993 -0.64362 -0.43082
C 3.15592 0.18472 0.22658
S 0.51645 0.38118 4.58403
O 0.80396 1.59701 5.32877
O -0.77576 -0.28976 4.69006
C 1.70892 -0.81978 5.20155
C 1.36071 -1.57646 6.33063
C 2.26668 -2.50480 6.85441
C 3.55076 -2.64029 6.29826
C 3.90471 -1.88494 5.17021
C 2.95546 -1.00368 4.61321
H -4.58352 2.67233 3.19867
H -3.58830 1.69736 4.32050
H -3.14464 3.41862 4.00605
H -3.03341 1.03766 2.00152
H -2.73344 2.76062 1.56950
H 1.10367 -2.20920 1.26992
H -0.12684 -1.97016 2.58083
H -0.31156 -1.13338 0.98776
H 2.49849 1.56667 3.30340
H 3.74151 2.77330 0.09317
H 3.04970 4.94676 -0.86332
H 2.64548 7.47293 -0.42701
H 2.13531 6.57507 -1.85618
H 1.38666 9.24550 -1.01803
H 0.93054 8.42453 -2.51262
H -0.87270 9.00652 -0.33364
H -1.18178 7.88702 -1.67054
H -1.23857 6.22593 -0.03170
H -0.44314 7.25495 1.16056
H -0.37162 5.03499 1.82770
H 0.59755 3.08645 3.01416
H 4.85617 0.51686 3.18179
H 6.53799 -0.76150 1.89731
H 7.69190 -2.32306 0.83933
H 8.16240 -0.92365 -0.11484
H 8.74619 -3.65557 -0.74817
H 8.94190 -2.25084 -1.83397
H 7.26159 -3.22732 -3.18682
H 6.80043 -4.35716 -1.87637
H 5.61978 -1.70778 -2.56295
H 4.93788 -3.01486 -1.60100
H 3.78380 -1.00960 -1.42889
H 2.23508 0.52491 -0.25651
H 0.35613 -1.45742 6.74259
H 1.96005 -3.11109 7.70314
H 4.29189 -3.29653 6.78212
H 4.91653 -1.95967 4.73500
H 3.18322 -0.49316 3.67238
```

Population analysis type Mulliken, resulting atomic charges in e: atom 1 (C): -1.183, atom 2 (C): -0.176, atom 3 (O): -0.028, atom 4 (C): -0.758, atom 5 (O): -0.593, atom 6 (C): 0.551, atom 7 (O): -0.030, atom 8 (C): -0.906, atom 9 (C): 0.560, atom 10 (C): 0.494, atom 11 (C): -1.085, atom 12 (C): -1.221, atom 13 (C): 1.108, atom 14 (N): 0.109, atom 15 (C): -0.682, atom 16 (C): -0.588, atom 17 (C): -0.610, atom 18 (C): -0.666, atom 19 (C): -0.519, atom 20 (C): -0.722, atom 21 (C): -0.391, atom 22 (C): -0.062, atom 23 (C): -1.264, atom 24 (C): 1.303, atom 25 (N): 0.107, atom 26 (C): -0.676, atom 27 (C): -0.577, atom 28 (C): -0.621, atom 29 (C): -0.698, atom 30 (C): -0.956, atom 31 (C): -0.641, atom 32 (S): 1.595, atom 33 (O): -0.707, atom 34 (O): -0.701, atom 35 (C): 0.122, atom 36 (C): -0.633, atom 37 (C): -0.669, atom 38 (C): -0.432, atom 39 (C): -0.717, atom 40 (C): 0.328, atom 41 (H): 0.406, atom 42 (H): 0.282, atom 43 (H): 0.283, atom 44 (H): 0.281, atom 45 (H): 0.250, atom 46 (H): 0.232, atom 47 (H): 0.210, atom 48 (H): 0.336, atom 49 (H): 0.690, atom 50 (H): 0.396, atom 51 (H): 0.249, atom 52 (H): 0.335, atom 53 (H): 0.278, atom 54 (H): 0.277, atom 55 (H): 0.286, atom 56 (H): 0.322, atom 57 (H): 0.266, atom 58 (H): 0.326, atom 59 (H): 0.314, atom 60 (H): 0.402, atom 61 (H): 0.562, atom 62 (H): 0.806, atom 63 (H): 0.356, atom 64 (H): 0.300, atom 65 (H): 0.302, atom 66 (H): 0.293, atom 67 (H): 0.278, atom 68 (H): 0.314, atom 69 (H): 0.272, atom 70 (H): 0.303, atom 71 (H): 0.376, atom 72 (H): 0.327, atom 73 (H): 0.557, atom 74 (H): 0.428, atom 75 (H): 0.373, atom 76 (H): 0.355, atom 77 (H): 0.395, atom 78 (H): 0.217


Here is C32H38N5PRhSSi as an isolated structure from the OMol25 dataset. Energies are from ωB97M-V/def2-TZVPD.

The value obtained for the molecular weight is 686.72 u. The value obtained for the total energy is -2655.392512 Ha. Its net charge is +1. Its HOMO energy is -11.03 eV. Its frontier orbital gap is 7.0 eV. The value obtained for the LUMO energy is -4.06 eV. The energy above the lowest of the compared OMol25 structures with the same formula, charge and spin comes out at 0.658 eV.

XYZ file:
```
79
C32H38N5PRhSSi | the OMol25 dataset | ωB97M-V/def2-TZVPD
Rh -0.56691 0.69717 -0.38653
C 2.54388 -3.80275 1.52704
Si 3.69556 -2.58612 0.70506
C 5.38546 -2.61568 1.49193
C 3.79146 -2.88793 -1.13975
C 2.98194 -0.84378 0.96669
C 3.60853 0.15048 1.70989
C 3.04941 1.42136 1.87542
C 1.83883 1.69682 1.28213
N 1.23269 0.75667 0.55053
C 1.76760 -0.45791 0.39845
S 0.61244 -1.31365 -0.59117
H 2.80308 -4.82410 1.23861
H 1.50473 -3.63069 1.23768
H 2.61059 -3.73464 2.61485
H 5.88756 -3.55370 1.24612
H 5.32868 -2.55075 2.58034
H 6.02418 -1.80608 1.13250
H 4.60279 -3.58187 -1.36829
H 3.98245 -1.96516 -1.69160
H 2.86658 -3.32288 -1.52316
H 4.56046 -0.05868 2.18349
H 3.54883 2.18093 2.45902
H 1.34198 2.65507 1.36708
C -2.43486 1.66140 5.35978
C -1.62696 2.26915 4.40992
C -1.44058 1.66639 3.17530
C -2.06432 0.45587 2.88766
C -2.87652 -0.15227 3.84401
C -3.05807 0.45275 5.07737
P -1.89359 -0.23560 1.23276
C -1.98473 -2.02701 1.38303
C -2.65048 -2.76201 0.40560
C -2.63949 -4.14774 0.45534
C -1.96106 -4.80129 1.47457
C -1.29399 -4.07054 2.44867
C -1.30203 -2.68545 2.40370
C -3.22477 0.39481 0.19449
C -4.60803 0.25668 0.23284
C -5.35156 1.04257 -0.62801
C -4.71722 1.94500 -1.48863
C -3.33784 2.04286 -1.53513
C -2.54351 1.25555 -0.68841
H -2.58094 2.13034 6.32372
H -1.14287 3.21108 4.63092
H -0.81668 2.13936 2.42633
H -3.36287 -1.09559 3.62912
H -3.68862 -0.01905 5.81902
H -3.17538 -2.25312 -0.39399
H -3.16283 -4.71718 -0.30110
H -1.95408 -5.88257 1.51153
H -0.76535 -4.58053 3.24314
H -0.77754 -2.11906 3.16457
H -5.09021 -0.43198 0.91626
H -6.43167 0.97617 -0.62887
H -5.32381 2.57139 -2.13045
H -2.89515 2.75042 -2.22791
C 1.72728 1.22261 -2.49673
N 0.28781 1.54651 -2.20573
C -0.50228 1.11015 -3.40631
N -0.03850 1.74788 -4.61857
C 1.37098 1.41331 -4.82745
N 2.19578 1.86518 -3.70429
C 2.04755 3.31454 -3.57111
N 0.65058 3.68799 -3.33675
C 0.19792 3.04189 -2.12556
C -0.15540 3.19979 -4.46097
H 1.81759 0.14306 -2.59577
H 2.32419 1.55826 -1.64704
H -1.54687 1.35771 -3.23263
H -0.40135 0.02625 -3.48786
H 1.72053 1.89140 -5.74256
H 1.47172 0.33216 -4.93533
H 2.39799 3.79534 -4.48437
H 2.65724 3.66418 -2.73577
H -0.84098 3.30616 -1.92704
H 0.81373 3.36661 -1.28351
H 0.18135 3.68684 -5.37599
H -1.20210 3.45928 -4.29213
```

Population analysis type Mulliken, resulting atomic charges in e: atom 1 (Rh): -1.121, atom 2 (C): -0.826, atom 3 (Si): 0.327, atom 4 (C): -1.185, atom 5 (C): -1.053, atom 6 (C): 0.019, atom 7 (C): 0.019, atom 8 (C): -1.383, atom 9 (C): -0.751, atom 10 (N): 0.791, atom 11 (C): 0.414, atom 12 (S): -0.104, atom 13 (H): 0.436, atom 14 (H): 0.069, atom 15 (H): 0.325, atom 16 (H): 0.360, atom 17 (H): 0.341, atom 18 (H): 0.339, atom 19 (H): 0.401, atom 20 (H): 0.320, atom 21 (H): 0.310, atom 22 (H): 0.468, atom 23 (H): 0.451, atom 24 (H): 0.592, atom 25 (C): -0.512, atom 26 (C): -0.767, atom 27 (C): -0.311, atom 28 (C): 0.434, atom 29 (C): -0.249, atom 30 (C): -0.774, atom 31 (P): 2.134, atom 32 (C): 0.544, atom 33 (C): -0.511, atom 34 (C): -0.815, atom 35 (C): -0.468, atom 36 (C): -0.820, atom 37 (C): -0.613, atom 38 (C): -0.324, atom 39 (C): -0.392, atom 40 (C): -0.756, atom 41 (C): -0.897, atom 42 (C): -0.168, atom 43 (C): 0.182, atom 44 (H): 0.414, atom 45 (H): 0.432, atom 46 (H): 0.059, atom 47 (H): 0.444, atom 48 (H): 0.429, atom 49 (H): 0.395, atom 50 (H): 0.446, atom 51 (H): 0.425, atom 52 (H): 0.466, atom 53 (H): 0.471, atom 54 (H): 0.495, atom 55 (H): 0.422, atom 56 (H): 0.437, atom 57 (H): 0.324, atom 58 (C): -1.088, atom 59 (N): 2.254, atom 60 (C): -0.818, atom 61 (N): 0.082, atom 62 (C): -0.681, atom 63 (N): 0.159, atom 64 (C): -0.719, atom 65 (N): 0.099, atom 66 (C): -0.866, atom 67 (C): -0.702, atom 68 (H): 0.236, atom 69 (H): 0.080, atom 70 (H): 0.171, atom 71 (H): 0.211, atom 72 (H): 0.338, atom 73 (H): 0.349, atom 74 (H): 0.351, atom 75 (H): 0.349, atom 76 (H): 0.116, atom 77 (H): 0.242, atom 78 (H): 0.337, atom 79 (H): 0.364


Here is C32H39Cl2N3O2Re as an isolated structure from the OMol25 dataset. Energies are from ωB97M-V/def2-TZVPD.

The value obtained for the molecular weight is 754.80 u. The value obtained for the total energy is -2555.641525 Ha. Its net charge is +2. Its HOMO energy (spin up / spin down) is -14.39 / -14.39 eV. Its frontier orbital gap (spin up / spin down) is 6.2 / 6.2 eV. The value obtained for the LUMO energy (spin up / spin down) is -8.15 / -8.21 eV. As for the multiplicity: 2. The energy above the lowest of the compared OMol25 structures with the same formula, charge and spin comes out at 0.000 eV.

XYZ file:
```
79
C32H39Cl2N3O2Re | the OMol25 dataset | ωB97M-V/def2-TZVPD
Re 0.32729 0.34451 -0.27086
C -4.49070 0.53152 -2.13584
C -3.18776 -0.25451 -1.92780
C -3.01058 -1.27932 -3.05145
C -3.19289 -0.87990 -0.54457
C -4.08106 -1.91059 -0.26540
C -4.19397 -2.43757 1.01214
C -3.42497 -1.93338 2.04730
C -2.50391 -0.91356 1.82545
C -1.76184 -0.30160 3.00102
C -2.73652 0.56511 3.81030
C -1.09662 -1.35053 3.89442
C -2.38980 -0.42688 0.51408
N -1.47654 0.67989 0.27372
C -2.05163 1.97028 0.44824
O -3.18629 2.17544 0.74210
C -1.01011 3.01100 0.21469
C -1.19054 4.37869 0.29019
C -0.09739 5.20188 0.04345
C 1.13523 4.63239 -0.27156
C 1.21984 3.25862 -0.32843
N 0.16633 2.47151 -0.08286
C 2.43450 2.44276 -0.63766
O 3.55486 2.80060 -0.79518
N 1.98276 1.10453 -0.68274
C 2.64690 -0.13521 -0.72876
C 3.20905 -0.63556 0.49288
C 3.78693 -1.89028 0.45405
C 3.84051 -2.60414 -0.73395
C 3.37092 -2.06927 -1.93246
C 2.80158 -0.81382 -1.98451
C 2.42868 -0.26471 -3.35724
C 2.67513 1.22789 -3.58168
C 1.01421 -0.65021 -3.80899
C 3.27888 0.20127 1.75160
C 4.70926 0.74795 1.88760
C 2.86478 -0.56885 3.00589
H -4.48931 1.00731 -3.11696
H -4.62240 1.29893 -1.37340
H -5.35340 -0.13417 -2.09100
H -2.35734 0.45594 -1.99210
H -3.84926 -1.97521 -3.08555
H -2.09566 -1.86334 -2.94424
H -2.97628 -0.76831 -4.01385
H -4.71922 -2.28930 -1.05329
H -4.90636 -3.22856 1.20646
H -3.55841 -2.32422 3.04706
H -0.96890 0.34994 2.61376
H -3.48468 -0.05934 4.30104
H -3.26338 1.27786 3.17580
H -2.19966 1.11404 4.58471
H -1.79543 -2.13022 4.19556
H -0.72428 -0.88331 4.80563
H -0.25517 -1.83381 3.39337
H -2.16792 4.77141 0.53704
H -0.20300 6.27712 0.09417
H 2.01512 5.22976 -0.47019
H 4.22096 -2.31175 1.35066
H 4.29989 -3.58505 -0.74171
H 3.49342 -2.63283 -2.84890
H 3.11546 -0.78570 -4.02862
H 1.89164 1.84912 -3.14372
H 2.65490 1.42023 -4.65415
H 3.64593 1.54896 -3.20661
H 0.25299 -0.05550 -3.29311
H 0.80698 -1.70875 -3.65197
H 0.91084 -0.44864 -4.87493
H 2.59850 1.05194 1.65216
H 5.42339 -0.06952 1.99654
H 4.77880 1.37427 2.77694
H 5.00033 1.34051 1.02085
H 3.57371 -1.36156 3.24615
H 1.87543 -1.01407 2.89493
H 2.84127 0.10906 3.85859
Cl -0.10909 -1.95277 -1.01058
C -0.48201 -3.18526 0.31284
Cl 0.87016 -3.45107 1.36139
H -0.71733 -4.07682 -0.25800
H -1.33576 -2.77328 0.83999
```

Population analysis type Mulliken, resulting atomic charges in e: atom 1 (Re): 0.367, atom 2 (C): -1.537, atom 3 (C): 0.647, atom 4 (C): -1.477, atom 5 (C): 1.614, atom 6 (C): -0.644, atom 7 (C): -1.864, atom 8 (C): -0.535, atom 9 (C): 0.820, atom 10 (C): 0.715, atom 11 (C): -1.625, atom 12 (C): -1.343, atom 13 (C): -1.223, atom 14 (N): 1.925, atom 15 (C): 0.221, atom 16 (O): -0.520, atom 17 (C): 0.149, atom 18 (C): -0.766, atom 19 (C): -0.461, atom 20 (C): -0.924, atom 21 (C): 0.531, atom 22 (N): -0.257, atom 23 (C): 0.042, atom 24 (O): -0.490, atom 25 (N): 1.224, atom 26 (C): -0.599, atom 27 (C): 0.737, atom 28 (C): -0.540, atom 29 (C): -1.277, atom 30 (C): -0.734, atom 31 (C): 0.408, atom 32 (C): 0.440, atom 33 (C): -1.602, atom 34 (C): -1.300, atom 35 (C): 0.855, atom 36 (C): -1.569, atom 37 (C): -1.547, atom 38 (H): 0.454, atom 39 (H): 0.346, atom 40 (H): 0.356, atom 41 (H): -0.028, atom 42 (H): 0.412, atom 43 (H): 0.222, atom 44 (H): 0.440, atom 45 (H): 0.462, atom 46 (H): 0.410, atom 47 (H): 0.430, atom 48 (H): -0.125, atom 49 (H): 0.340, atom 50 (H): 0.349, atom 51 (H): 0.471, atom 52 (H): 0.320, atom 53 (H): 0.461, atom 54 (H): 0.123, atom 55 (H): 0.578, atom 56 (H): 0.504, atom 57 (H): 0.584, atom 58 (H): 0.493, atom 59 (H): 0.454, atom 60 (H): 0.575, atom 61 (H): 0.737, atom 62 (H): 0.207, atom 63 (H): 0.504, atom 64 (H): 0.364, atom 65 (H): 0.166, atom 66 (H): 0.272, atom 67 (H): 0.551, atom 68 (H): 0.144, atom 69 (H): 0.380, atom 70 (H): 0.465, atom 71 (H): 0.364, atom 72 (H): 0.390, atom 73 (H): 0.238, atom 74 (H): 0.505, atom 75 (Cl): -0.125, atom 76 (C): 0.336, atom 77 (Cl): -0.045, atom 78 (H): 0.545, atom 79 (H): -0.487